# 1
# C15H48O9

C15H48O9 as an isolated structure (ωB97M-V/def2-TZVPD, OMol25).

The calculation puts the orbital gap at 8.359 eV. The relative energy (zero: lowest compared OMol25 entry of this formula, charge and spin) is 1939.6 kJ/mol. The calculation puts the energy at -34741.8781 eV.

Last column: Löwdin charge in e.
Element x y z (Å)
O (-0.430, -0.418, 1.883)  -0.04
H (-1.057, -0.008, 1.287)  -0.19
H (-0.720, -0.153, 2.756)  0.12
O (0.813, -1.447, 0.417)  0.08
H (0.284, -2.133, 0.010)  -0.10
H (0.241, -1.066, 1.084)  -0.07
O (-0.225, -3.077, -0.533)  -0.01
H (-0.663, -3.605, -1.201)  0.16
H (-0.223, -3.631, 0.248)  0.14
O (1.565, -2.590, -2.002)  -0.03
H (2.399, -2.175, -1.783)  0.05
H (1.093, -2.634, -1.171)  -0.01
C (0.682, 1.780, 0.681)  -0.05
C (-0.381, 2.442, 1.536)  -0.32
C (-0.059, 3.924, 1.891)  0.01
O (-1.628, 2.355, 0.931)  0.17
H (0.601, 0.707, 0.859)  0.07
H (1.709, 1.877, 1.031)  0.07
H (0.663, 1.917, -0.400)  0.08
H (-0.506, 1.839, 2.435)  0.15
H (1.004, 4.147, 1.802)  0.09
H (-0.438, 4.251, 2.860)  0.08
H (-0.672, 4.594, 1.290)  0.08
H (-2.262, 2.615, 1.603)  0.19
C (2.358, 0.322, 2.260)  -0.06
C (2.958, 0.200, 0.875)  -0.47
C (4.565, 0.463, 0.945)  -0.02
O (2.704, -1.073, 0.347)  -0.05
H (1.297, 0.079, 2.320)  0.05
H (2.433, 1.348, 2.619)  0.09
H (2.738, -0.360, 3.021)  0.10
H (2.621, 0.978, 0.190)  0.06
H (4.805, 1.524, 0.889)  0.06
H (4.999, -0.001, 0.059)  0.06
H (4.971, -0.078, 1.800)  0.06
H (1.758, -1.235, 0.332)  -0.33
C (-4.208, -2.297, 2.034)  -0.03
C (-2.998, -1.518, 1.507)  -0.48
C (-2.321, -2.096, 0.350)  -0.07
O (-3.461, -0.236, 1.140)  -0.06
H (-4.708, -1.669, 2.771)  0.08
H (-3.737, -3.130, 2.558)  0.08
H (-4.894, -2.600, 1.243)  0.08
H (-2.320, -1.317, 2.337)  0.13
H (-1.983, -3.109, 0.570)  0.10
H (-1.476, -1.512, -0.014)  0.04
H (-3.097, -2.186, -0.410)  0.13
H (-2.715, 0.224, 0.748)  -0.10
C (-1.106, -0.560, -1.564)  -0.06
C (-1.609, 0.705, -0.896)  -0.33
C (-3.079, 0.969, -1.228)  0.00
O (-1.540, 0.564, 0.489)  -0.08
H (-0.129, -0.838, -1.168)  0.05
H (-1.046, -0.518, -2.651)  0.11
H (-1.861, -1.303, -1.309)  0.06
H (-0.973, 1.533, -1.210)  0.13
H (-3.715, 0.176, -0.835)  0.08
H (-3.225, 0.801, -2.295)  0.09
H (-3.469, 1.940, -0.919)  0.09
H (-1.412, 1.445, 0.849)  -0.30
C (2.315, 1.094, -3.942)  -0.05
C (1.846, -0.017, -3.023)  -0.44
C (1.379, 0.563, -1.712)  -0.09
O (0.802, -0.740, -3.668)  -0.07
H (3.167, 1.665, -3.573)  0.08
H (1.564, 1.823, -4.244)  0.08
H (2.759, 0.653, -4.834)  0.08
H (2.684, -0.685, -2.827)  0.13
H (0.481, 1.165, -1.854)  0.08
H (2.164, 1.197, -1.299)  0.09
H (1.189, -0.234, -0.994)  0.06
H (0.736, -1.624, -3.299)  0.05

# 2
# C15H49N5O13

A 11-piece molecular cluster, C15H49N5O13 overall (ωB97M-V/def2-TZVPD, OMol25).

The calculation puts the orbital gap at 5.853 eV. The calculation puts the energy at -50410.4277 eV. Its net charge is -2.

Last column: Löwdin charge in e.
Element x y z (Å)
N (8.239, -5.594, -10.383)  -0.39
O (9.336, -5.536, -9.851)  0.02
O (7.736, -4.406, -10.703)  -0.12
O (8.046, -6.527, -11.190)  -0.03
C (8.733, -9.508, -7.724)  -0.17
C (8.134, -8.205, -7.763)  -0.49
O (6.720, -8.344, -7.487)  -0.35
H (9.702, -9.635, -8.170)  0.05
H (8.030, -10.085, -8.280)  0.04
H (8.815, -9.799, -6.672)  0.08
H (8.231, -7.787, -8.742)  0.04
H (8.634, -7.622, -6.963)  0.10
C (8.268, -4.918, -16.261)  -0.05
C (8.087, -5.698, -14.885)  -0.27
O (8.457, -4.897, -13.778)  -0.05
H (9.135, -4.308, -16.243)  0.05
H (7.455, -4.319, -16.563)  0.04
H (8.369, -5.745, -16.948)  0.06
H (8.785, -6.607, -14.845)  0.11
H (7.108, -6.010, -14.744)  0.07
H (7.918, -5.144, -13.097)  -0.03
C (5.599, -5.063, -8.365)  -0.08
C (5.564, -5.505, -6.897)  -0.37
O (4.890, -6.691, -6.633)  -0.11
H (6.092, -5.870, -8.927)  0.06
H (6.138, -4.104, -8.395)  0.05
H (4.619, -4.960, -8.911)  0.07
H (5.377, -4.715, -6.212)  0.09
H (6.576, -5.712, -6.549)  0.09
H (5.554, -7.320, -6.940)  -0.02
C (11.541, -1.488, -12.279)  -0.08
C (10.670, -2.702, -12.225)  -0.28
O (10.027, -2.735, -10.914)  -0.09
H (12.369, -1.559, -11.573)  0.08
H (10.902, -0.711, -11.998)  0.05
H (11.879, -1.421, -13.309)  0.07
H (11.097, -3.658, -12.213)  0.09
H (9.940, -2.631, -12.972)  0.09
H (9.210, -3.220, -10.955)  0.00
C (3.192, -4.763, -12.921)  -0.06
C (4.442, -5.360, -12.194)  -0.28
O (5.621, -4.807, -12.687)  -0.11
H (2.915, -3.794, -12.495)  0.04
H (2.222, -5.235, -13.184)  0.07
H (3.633, -4.410, -13.885)  0.08
H (4.467, -6.386, -12.362)  0.09
H (4.487, -5.222, -11.113)  0.10
H (6.382, -5.346, -12.422)  0.06
C (9.224, -9.736, -12.293)  -0.66
O (9.491, -10.927, -12.928)  -0.15
N (8.591, -9.600, -11.152)  0.20
N (9.451, -8.592, -12.817)  0.13
H (8.177, -10.434, -10.703)  0.14
H (8.480, -8.707, -10.687)  0.08
H (10.059, -8.476, -13.651)  0.15
H (9.170, -7.661, -12.424)  0.11
C (5.858, -1.581, -10.938)  -0.65
O (5.382, -0.424, -10.315)  -0.21
N (7.103, -1.899, -10.826)  0.17
N (5.041, -2.421, -11.476)  0.18
H (7.633, -1.143, -10.328)  0.15
H (7.404, -2.896, -10.930)  0.06
H (5.313, -3.316, -11.862)  0.05
H (4.066, -2.143, -11.564)  0.11
C (11.840, -7.299, -10.179)  -0.18
O (11.317, -7.540, -8.919)  -0.12
H (11.447, -6.336, -10.579)  0.07
H (11.418, -8.152, -10.729)  0.07
H (12.949, -7.308, -10.139)  0.08
H (10.392, -7.372, -9.028)  0.02
C (6.016, -9.182, -13.155)  -0.16
O (6.807, -8.084, -13.512)  -0.15
H (5.034, -9.083, -13.652)  0.08
H (5.932, -9.145, -12.082)  0.08
H (6.449, -10.083, -13.584)  0.08
H (7.720, -8.267, -13.316)  -0.01
C (8.717, -3.838, -7.363)  -0.21
O (9.863, -3.650, -8.028)  -0.07
H (7.942, -3.285, -7.735)  0.04
H (8.835, -3.670, -6.325)  0.08
H (8.393, -4.863, -7.456)  0.06
H (9.735, -4.119, -8.800)  -0.03

# 3
# C15H50BaF3O13

C15H50BaF3O13 as an isolated structure (ωB97M-V/def2-TZVPD, OMol25).

The calculation puts the orbital gap at 6.384 eV. The relative energy (zero: lowest compared OMol25 entry of this formula, charge and spin) is 166.7 kJ/mol. The calculation puts the energy at -51819.4439 eV. Its net charge is +1.

Last column: Löwdin charge in e.
Element x y z (Å)
Ba (2.026, 4.825, -2.866)  1.92
C (0.893, 2.076, -0.312)  -0.47
O (1.334, 1.046, -1.187)  -0.15
O (0.773, 3.192, -1.033)  -0.35
C (-0.380, 1.669, 0.451)  -0.55
F (-0.931, 2.725, 1.065)  0.15
F (-1.306, 1.122, -0.371)  0.14
F (-0.107, 0.752, 1.393)  0.14
C (1.600, -0.232, -0.572)  -0.19
C (2.310, -1.114, -1.599)  -0.03
H (1.592, -1.455, -2.341)  0.06
H (3.154, -0.568, -2.022)  0.09
H (2.729, -1.991, -1.106)  0.08
H (0.634, -0.679, -0.341)  0.12
H (2.237, -0.146, 0.309)  0.11
H (1.637, 2.112, 0.502)  0.15
C (-3.454, 0.725, 4.030)  -0.17
O (-3.276, -0.278, 5.013)  -0.11
H (-2.638, 0.688, 3.305)  0.06
H (-4.398, 0.623, 3.481)  0.07
H (-3.485, 1.707, 4.495)  0.08
H (-3.164, -1.124, 4.575)  0.07
C (2.111, -1.598, 3.261)  -0.16
O (2.860, -0.594, 2.613)  -0.13
H (1.657, -1.299, 4.213)  0.08
H (1.283, -1.901, 2.620)  0.07
H (2.730, -2.476, 3.479)  0.08
H (3.624, -0.364, 3.149)  0.08
C (2.271, 1.525, -4.120)  -0.14
O (2.867, 2.049, -2.921)  -0.29
H (2.970, 1.456, -4.949)  0.09
H (1.954, 0.514, -3.855)  0.08
H (1.347, 2.053, -4.397)  0.07
H (2.303, 1.738, -2.168)  0.00
C (1.846, -4.852, 0.264)  -0.11
O (1.001, -4.769, -0.891)  -0.15
H (1.897, -3.860, 0.723)  0.06
H (1.404, -5.498, 1.025)  0.09
H (2.811, -5.236, -0.046)  0.09
H (0.073, -4.839, -0.628)  0.05
C (-1.217, -0.321, -3.243)  -0.15
O (-0.942, 1.057, -3.170)  -0.12
H (-2.171, -0.532, -3.718)  0.09
H (-0.411, -0.846, -3.769)  0.07
H (-1.246, -0.772, -2.244)  0.05
H (-0.311, 1.202, -2.452)  0.03
C (1.693, -4.091, -4.044)  -0.18
O (2.681, -4.257, -3.062)  -0.13
H (2.129, -3.855, -5.013)  0.08
H (1.120, -5.015, -4.187)  0.08
H (0.978, -3.299, -3.791)  0.05
H (2.219, -4.359, -2.210)  0.02
C (0.074, 2.140, 5.030)  -0.17
O (1.350, 2.542, 5.492)  -0.12
H (-0.653, 2.948, 5.154)  0.08
H (0.099, 1.750, 4.010)  0.06
H (-0.278, 1.328, 5.667)  0.08
H (1.730, 3.213, 4.908)  0.03
C (-2.320, -3.457, -1.242)  -0.13
O (-1.851, -4.620, -0.563)  -0.12
H (-1.774, -2.634, -0.787)  0.07
H (-2.103, -3.499, -2.312)  0.09
H (-3.393, -3.290, -1.138)  0.06
H (-2.473, -5.333, -0.742)  0.10
C (1.775, 4.508, 2.689)  -0.14
O (2.453, 4.827, 3.912)  -0.11
H (1.884, 3.448, 2.428)  0.07
H (0.729, 4.791, 2.711)  0.09
H (2.316, 5.010, 1.875)  0.07
H (3.373, 4.935, 3.657)  0.09
C (-2.948, 4.135, -1.078)  -0.15
O (-1.949, 4.161, -2.089)  -0.15
H (-3.471, 3.176, -1.145)  0.08
H (-2.561, 4.316, -0.076)  0.07
H (-3.717, 4.887, -1.254)  0.08
H (-1.207, 3.625, -1.766)  0.01
C (-3.920, -0.629, -0.913)  -0.16
O (-4.764, -1.762, -0.851)  -0.13
H (-2.852, -0.851, -0.989)  0.03
H (-4.216, -0.053, -1.790)  0.09
H (-4.100, 0.033, -0.058)  0.08
H (-4.547, -2.287, -0.075)  0.07

> The lowest orbital gap belongs to which entry?

C15H49N5O13

> What is the energy in the first record?

-34741.8781 eV

> Which value of orbital gap does entry 1 give?

8.359 eV